{
  "formula": "C26H73N5O11",
  "method": "ωB97M-V/def2-TZVPD",
  "elements": ["C", "O", "C", "C", "C", "N", "H", "H", "H", "H", "H", "H", "H", "H", "H", "H", "H", "C", "O", "C", "C", "C", "N", "H", "H", "H", "H", "H", "H", "H", "H", "H", "H", "H", "C", "O", "C", "C", "C", "N", "H", "H", "H", "H", "H", "H", "H", "H", "H", "H", "H", "C", "O", "C", "C", "C", "N", "H", "H", "H", "H", "H", "H", "H", "H", "H", "H", "H", "C", "O", "C", "C", "C", "N", "H", "H", "H", "H", "H", "H", "H", "H", "H", "H", "H", "O", "C", "C", "O", "H", "H", "H", "H", "H", "H", "O", "C", "C", "O", "H", "H", "H", "H", "H", "H", "O", "C", "C", "O", "H", "H", "H", "H", "H", "H"],
  "positions_angstrom": [[4.369, -4.778, -1.592], [3.060, -4.700, -2.119], [2.971, -3.566, -2.983], [1.504, -3.376, -3.435], [0.965, -4.665, -4.208], [1.277, -2.161, -4.181], [4.579, -4.164, -0.716], [5.176, -4.616, -2.307], [4.463, -5.793, -1.205], [3.264, -2.627, -2.513], [3.479, -3.786, -3.922], [1.093, -3.290, -2.429], [0.924, -5.485, -3.490], [1.520, -4.815, -5.134], [-0.053, -4.542, -4.577], [0.277, -2.033, -4.243], [1.668, -2.269, -5.106], [-4.094, 2.818, -2.661], [-4.611, 3.349, -1.475], [-3.760, 3.018, -0.367], [-4.085, 3.622, 1.018], [-4.347, 5.158, 0.946], [-2.978, 3.435, 1.926], [-4.900, 2.921, -3.387], [-3.891, 1.759, -2.499], [-3.202, 3.282, -3.083], [-3.639, 1.935, -0.344], [-2.816, 3.468, -0.673], [-5.013, 3.231, 1.435], [-4.687, 5.520, 1.916], [-5.191, 5.458, 0.326], [-3.436, 5.699, 0.689], [-3.345, 3.760, 2.810], [-2.833, 2.441, 2.030], [0.563, 1.166, 4.330], [-0.739, 1.214, 5.040], [-1.272, 2.549, 4.994], [-0.590, 3.626, 5.944], [-0.500, 3.195, 7.358], [-1.326, 4.857, 5.987], [1.327, 1.893, 4.609], [0.378, 1.226, 3.258], [1.032, 0.215, 4.581], [-1.369, 2.790, 3.936], [-2.335, 2.444, 5.213], [0.407, 3.895, 5.594], [0.020, 2.279, 7.640], [-1.455, 3.229, 7.882], [0.041, 4.006, 7.845], [-2.262, 4.538, 6.191], [-1.417, 5.212, 5.046], [-1.491, -4.114, -0.553], [-1.973, -2.912, -1.165], [-2.647, -2.971, -2.437], [-3.256, -1.612, -2.766], [-4.437, -1.405, -1.866], [-3.639, -1.504, -4.186], [-2.387, -4.662, -0.264], [-0.851, -3.944, 0.313], [-0.968, -4.808, -1.212], [-1.937, -3.391, -3.150], [-3.471, -3.680, -2.525], [-2.613, -0.768, -2.516], [-5.220, -2.162, -1.832], [-5.057, -0.522, -2.013], [-4.016, -1.167, -0.889], [-4.219, -0.683, -4.282], [-2.797, -1.407, -4.733], [5.917, -0.056, 3.574], [5.190, -0.559, 2.462], [3.814, -0.235, 2.645], [2.987, -0.579, 1.370], [3.348, -1.867, 0.685], [3.129, 0.473, 0.345], [5.619, -0.443, 4.548], [5.778, 1.010, 3.758], [6.997, -0.120, 3.440], [3.388, -0.750, 3.506], [3.643, 0.823, 2.846], [1.944, -0.722, 1.653], [2.542, -2.245, 0.056], [3.470, -2.618, 1.466], [4.260, -1.911, 0.089], [4.108, 0.719, 0.301], [2.854, 0.142, -0.569], [0.364, 0.793, 0.695], [-0.061, 0.847, -0.658], [0.191, -0.417, -1.503], [1.537, -0.554, -1.869], [1.312, 0.660, 0.617], [-1.116, 1.102, -0.760], [0.507, 1.662, -1.105], [-0.393, -0.266, -2.411], [-0.065, -1.297, -0.913], [1.611, -1.117, -2.643], [-2.129, 0.814, 2.006], [-2.554, -0.478, 1.848], [-1.662, -1.531, 2.635], [-1.888, -1.396, 4.020], [-1.282, 0.857, 1.556], [-3.605, -0.591, 2.113], [-2.360, -0.705, 0.799], [-0.624, -1.378, 2.342], [-1.994, -2.524, 2.332], [-1.779, -0.452, 4.156], [2.745, 1.503, -6.607], [2.539, 1.314, -5.257], [3.822, 1.039, -4.453], [4.402, 2.259, -4.167], [3.144, 2.372, -6.692], [1.984, 2.175, -4.885], [1.876, 0.466, -5.086], [4.484, 0.345, -4.970], [3.604, 0.546, -3.506], [5.170, 2.059, -3.627]],
  "smiles": "COC[C@H](C)N.COC[C@H](C)N.COC[C@H](C)N.COC[C@H](C)N.COC[C@H](C)N.OCCO.OCCO.OCCO",
  "gap_ev": 9.39,
  "lumo_energy_ev": 0.307,
  "relative_energy_kj_mol": 206.92,
  "fmax_ev_per_a": 2.98
}

=====

{
  "formula": "C26H73N5O8",
  "method": "ωB97M-V/def2-TZVPD",
  "elements": ["C", "O", "C", "C", "C", "N", "H", "H", "H", "H", "H", "H", "H", "H", "H", "H", "H", "C", "O", "C", "C", "C", "N", "H", "H", "H", "H", "H", "H", "H", "H", "H", "H", "H", "C", "O", "C", "C", "C", "N", "H", "H", "H", "H", "H", "H", "H", "H", "H", "H", "H", "C", "O", "C", "C", "C", "N", "H", "H", "H", "H", "H", "H", "H", "H", "H", "H", "H", "C", "O", "C", "C", "C", "N", "H", "H", "H", "H", "H", "H", "H", "H", "H", "H", "H", "C", "C", "O", "H", "H", "H", "H", "H", "H", "C", "C", "O", "H", "H", "H", "H", "H", "H", "C", "C", "O", "H", "H", "H", "H", "H", "H"],
  "positions_angstrom": [[-8.460, 4.912, -2.008], [-8.217, 6.152, -1.270], [-7.251, 6.068, -0.149], [-7.267, 7.419, 0.709], [-6.353, 7.544, 1.992], [-8.619, 7.679, 1.166], [-7.597, 4.689, -2.635], [-9.417, 4.978, -2.526], [-8.719, 4.112, -1.314], [-7.570, 5.308, 0.565], [-6.268, 5.855, -0.569], [-7.091, 8.265, 0.044], [-6.190, 6.575, 2.464], [-6.595, 8.248, 2.788], [-5.351, 7.787, 1.639], [-8.840, 6.894, 1.762], [-9.226, 7.548, 0.369], [-0.158, 2.935, 1.002], [-1.145, 1.915, 0.860], [-1.197, 1.245, -0.400], [0.076, 0.475, -0.910], [-0.080, -0.500, -2.083], [0.619, -0.227, 0.203], [0.836, 2.517, 0.848], [-0.098, 3.194, 2.059], [-0.283, 3.744, 0.282], [-2.100, 0.637, -0.465], [-1.348, 2.078, -1.085], [0.872, 1.184, -1.137], [-0.838, -1.251, -1.865], [0.930, -0.866, -2.269], [-0.438, -0.056, -3.012], [0.928, 0.424, 0.911], [0.051, -0.921, 0.667], [5.259, 6.196, 3.615], [4.923, 5.228, 4.618], [5.831, 4.165, 4.912], [5.389, 3.483, 6.208], [5.361, 4.222, 7.542], [5.875, 2.194, 6.429], [6.241, 6.655, 3.736], [4.489, 6.966, 3.654], [5.256, 5.731, 2.630], [5.979, 3.378, 4.173], [6.816, 4.559, 5.160], [4.360, 3.176, 6.022], [4.831, 5.174, 7.560], [6.380, 4.538, 7.766], [5.002, 3.585, 8.350], [5.939, 1.649, 5.581], [6.879, 2.299, 6.472], [-3.133, -4.568, -11.696], [-3.481, -5.387, -10.526], [-2.362, -5.885, -9.865], [-2.574, -6.984, -8.739], [-1.192, -7.589, -8.195], [-3.257, -8.149, -9.329], [-2.618, -3.616, -11.567], [-4.010, -4.389, -12.319], [-2.429, -5.025, -12.390], [-1.564, -6.254, -10.509], [-1.881, -4.983, -9.486], [-3.052, -6.576, -7.848], [-0.423, -6.828, -8.057], [-0.771, -8.373, -8.825], [-1.353, -7.915, -7.167], [-4.165, -7.718, -9.429], [-3.498, -8.795, -8.592], [3.746, -6.860, 11.372], [3.310, -6.284, 10.179], [3.436, -4.848, 10.269], [2.341, -4.300, 9.248], [2.722, -4.649, 7.797], [2.420, -2.928, 9.400], [3.406, -7.895, 11.349], [3.343, -6.421, 12.285], [4.830, -6.808, 11.476], [3.426, -4.495, 11.300], [4.454, -4.539, 10.032], [1.343, -4.625, 9.543], [1.998, -4.238, 7.093], [2.747, -5.737, 7.736], [3.665, -4.139, 7.605], [1.760, -2.429, 8.820], [3.373, -2.683, 9.176], [5.422, -3.210, -8.155], [6.341, -2.092, -7.682], [7.594, -2.415, -8.154], [5.147, -3.272, -9.208], [4.533, -3.104, -7.533], [5.869, -4.153, -7.840], [6.175, -1.962, -6.612], [6.142, -1.148, -8.188], [8.241, -1.706, -8.172], [2.465, 6.144, -6.723], [1.254, 6.047, -5.938], [1.276, 6.926, -4.847], [2.502, 7.111, -7.225], [2.403, 5.320, -7.433], [3.326, 6.111, -6.055], [1.238, 5.026, -5.558], [0.338, 6.250, -6.492], [1.883, 7.655, -4.993], [-5.883, -4.569, 3.991], [-4.432, -4.125, 4.254], [-3.770, -4.461, 3.008], [-6.523, -4.239, 4.809], [-6.021, -5.650, 3.971], [-6.226, -4.110, 3.064], [-4.054, -4.736, 5.074], [-4.382, -3.068, 4.513], [-3.824, -5.416, 2.920]],
  "smiles": "COC[C@H](C)N.COC[C@H](C)N.COC[C@H](C)N.COC[C@H](C)N.COC[C@H](C)N.CCO.CCO.CCO",
  "gap_ev": 9.34,
  "lumo_energy_ev": 0.569,
  "relative_energy_kj_mol": 494.13,
  "fmax_ev_per_a": 4.20
}